Below is C6H9N in the gas phase, with properties calculated with ωB97M-V with the def2-TZVPD basis set.

Structure (XYZ):
```
16
Properties=species:S:1:pos:R:3:forces:R:3:nbo_charge:R:1
C 1.7895 0.4860 0.3600 0.122 -0.001 -0.127 -0.404
C 0.1421 -0.1853 1.9876 -0.350 -0.263 -0.298 -0.130
C -0.7254 -1.1662 1.6253 0.082 0.109 0.255 -0.446
C -1.1794 -1.0975 0.2395 0.102 0.164 -0.191 -0.187
C -0.5656 -0.0971 -0.4079 -0.079 -0.192 0.194 0.077
C -0.7641 0.4668 -1.7790 0.044 0.001 -0.030 -0.647
N 0.3223 0.5341 0.5895 -0.024 0.123 0.095 -0.450
H 2.2500 0.9821 1.2154 -0.004 -0.066 -0.202 0.237
H 2.0945 -0.5614 0.3706 -0.081 0.133 -0.092 0.229
H 2.0752 0.9699 -0.5775 -0.152 -0.054 0.051 0.195
H -1.0519 -1.9373 2.3152 -0.031 0.159 -0.071 0.220
H -1.9382 -1.7342 -0.2086 0.196 0.074 0.028 0.219
H 0.1347 0.4049 -2.4048 -0.070 0.020 0.119 0.217
H -1.5571 -0.0942 -2.2849 0.176 0.065 0.113 0.236
H -1.0826 1.5184 -1.7595 0.093 -0.156 0.061 0.214
H 0.0560 1.5112 0.7190 -0.024 -0.117 0.092 0.422
```
Forces are in eV/Å.

Calculated values
E_tot	-7854.53783	eV
strongest force on any atom	0.0103	hartree/bohr
E_HOMO	-7.90	eV
net charge	0
spin multiplicity	1
molar mass	95.145	g/mol

=====

Below is a molecular structure, C6H9N, with properties calculated with ωB97M-V with the def2-TZVPD basis set.

Structure (XYZ):
```
16
Properties=species:S:1:pos:R:3:forces:R:3:nbo_charge:R:1
C 1.5491 1.1664 0.0914 0.042 0.049 -0.013 -0.582
C 0.5235 0.0283 0.0769 -0.008 0.088 -0.007 -0.269
C -0.2278 -0.0575 1.4223 -0.002 -0.190 -0.128 -0.212
C -1.7531 -0.5132 -0.0519 0.026 -0.141 -0.182 -0.480
C -0.6956 0.2506 -0.8407 -0.007 0.060 -0.070 -0.379
C 1.1843 -1.2399 -0.3005 0.409 -0.895 -0.192 0.278
N 1.6861 -2.2471 -0.5764 -0.486 0.985 0.258 -0.338
H 2.0423 1.2687 -0.8809 -0.071 -0.035 0.124 0.219
H 2.3178 0.9874 0.8500 -0.104 0.006 -0.115 0.224
H 1.0338 2.0981 0.3405 0.070 -0.140 -0.039 0.224
H -1.5791 -0.1139 1.0604 -0.011 0.022 0.131 0.237
H -0.1218 -1.0710 1.8453 -0.081 0.160 -0.055 0.159
H -1.6733 -1.5984 -0.1245 0.021 0.174 0.020 0.230
H -2.7895 -0.1901 -0.1924 0.163 -0.049 0.085 0.239
H -0.5623 -0.0873 -1.8716 -0.011 0.055 0.151 0.228
H -0.9343 1.3188 -0.8479 0.050 -0.146 0.033 0.221
```
Forces are in eV/Å.

Calculated values
E_tot	-7853.55718	eV
strongest force on any atom	0.0219	hartree/bohr
E_HOMO	-8.95	eV
net charge	0
spin multiplicity	1
molar mass	95.145	g/mol

=====

Below is a molecular structure, C6H9N, with properties calculated with ωB97M-V with the def2-TZVPD basis set.

Structure (XYZ):
```
16
Properties=species:S:1:pos:R:3:forces:R:3:nbo_charge:R:1
C 1.2085 0.1054 -0.7475 4.300 2.458 0.191 -0.361
C 0.6187 0.9423 0.4742 -1.414 2.326 -3.147 -0.224
C 0.4761 -0.2899 1.1408 2.519 -3.966 9.187 -0.405
C 0.4237 -0.9719 -0.0730 -1.210 1.466 -3.666 -0.281
C -0.8848 -0.4362 -0.5752 -0.658 -2.747 -1.649 -0.099
C -0.8799 0.9501 -0.0587 -1.790 0.944 -2.841 -0.102
H 2.3651 0.0799 -0.6045 -1.774 -0.312 -0.275 0.195
H 1.0032 0.5030 -1.7680 -0.060 -0.620 0.611 0.204
H 1.1402 1.8240 0.7674 -0.195 0.669 0.641 0.225
H -0.4817 -0.4943 1.6866 1.250 0.548 0.434 0.251
H 1.3543 -0.7681 1.8127 -1.545 1.681 -1.336 0.200
H 0.7233 -1.9189 -0.0895 0.551 -4.147 -0.672 0.212
H -1.2124 -0.9610 -1.5184 0.039 1.414 0.723 0.210
H -2.6072 -0.1813 -0.2006 -1.701 1.045 0.232 0.361
H -1.3970 1.7644 -0.6927 1.263 -1.222 1.273 0.223
N -1.8500 -0.1473 0.4463 0.424 0.462 0.295 -0.610
```
Forces are in eV/Å.

Calculated values
E_tot	-7852.85333	eV
strongest force on any atom	0.2007	hartree/bohr
E_HOMO	-9.00	eV
net charge	0
spin multiplicity	1
molar mass	95.145	g/mol

=====

Below is C6H9N in the gas phase, with properties calculated with ωB97M-V with the def2-TZVPD basis set.

Structure (XYZ):
```
16
Properties=species:S:1:pos:R:3:forces:R:3:nbo_charge:R:1
C 0.8065 -0.8698 1.0777 0.029 0.011 0.049 -0.615
C 0.4729 -0.1571 -0.2231 -0.200 -0.165 0.201 -0.021
C -1.0062 -0.1309 -0.5964 -0.001 0.002 -0.060 -0.493
C -1.8078 0.6731 0.3312 -0.275 0.264 0.299 -0.001
C -2.4409 1.3408 1.1074 0.250 -0.244 -0.286 -0.246
C 1.6793 0.7831 -1.2858 -0.080 -0.009 -0.231 -0.127
N 1.3055 -0.5969 -1.3463 0.209 -0.005 0.018 -0.634
H 0.1799 -0.4961 1.8928 0.089 -0.050 -0.120 0.233
H 1.8572 -0.7109 1.3399 -0.147 -0.018 -0.047 0.229
H 0.6289 -1.9453 0.9628 0.014 0.145 -0.004 0.217
H -1.3721 -1.1655 -0.6094 0.047 0.142 0.023 0.244
H -1.1076 0.2531 -1.6170 0.012 -0.038 0.153 0.253
H -3.0085 1.9361 1.7885 0.097 -0.108 -0.121 0.242
H 0.8818 1.3064 -1.8556 0.111 -0.037 0.141 0.113
H 0.8583 0.9317 0.0036 -0.040 0.052 0.029 0.254
H 2.0729 -1.1518 -0.9703 -0.113 0.057 -0.043 0.352
```
Forces are in eV/Å.

Calculated values
E_tot	-7852.23042	eV
strongest force on any atom	0.0094	hartree/bohr
E_HOMO	-8.44	eV
net charge	0
spin multiplicity	1
molar mass	95.145	g/mol

=====

Below is a molecular structure, C6H9N, with properties calculated with ωB97M-V with the def2-TZVPD basis set.

Structure (XYZ):
```
16
Properties=species:S:1:pos:R:3:forces:R:3:nbo_charge:R:1
C -1.7519 -0.2817 -1.0525 -0.026 -0.041 -0.110 -0.425
N -0.9978 0.5473 -0.1294 -0.027 -0.098 -0.016 -0.407
C -0.5517 -0.0556 1.1118 -0.250 -0.092 0.288 -0.066
C 0.8044 -0.7549 0.8839 0.131 -0.276 0.114 -0.259
C 1.1714 -0.5102 -0.5716 0.001 -0.125 -0.104 -0.413
C 0.4321 0.8414 -0.3985 0.169 0.304 -0.298 -0.039
C 0.7051 0.7306 1.1392 0.090 0.229 0.214 -0.245
H -1.8282 0.2336 -2.0146 0.008 -0.075 0.070 0.201
H -2.7647 -0.4034 -0.6582 0.080 0.016 -0.042 0.203
H -1.3346 -1.2876 -1.2180 0.001 0.155 0.031 0.169
H -1.2278 -0.3240 1.9181 0.147 0.038 -0.104 0.216
H 1.1784 -1.5183 1.5585 -0.078 0.120 -0.109 0.224
H 0.8328 -1.2039 -1.3495 0.030 0.103 0.096 0.193
H 2.2470 -0.3384 -0.6724 -0.154 -0.004 0.009 0.211
H 0.6458 1.6915 -1.0486 -0.059 -0.140 0.091 0.205
H 1.1381 1.3910 1.8794 -0.064 -0.115 -0.130 0.232
```
Forces are in eV/Å.

Calculated values
E_tot	-7854.92147	eV
strongest force on any atom	0.0089	hartree/bohr
E_HOMO	-8.44	eV
net charge	0
spin multiplicity	1
molar mass	95.145	g/mol

=====

Below is a molecular structure, C6H9N, with properties calculated with ωB97M-V with the def2-TZVPD basis set.

Structure (XYZ):
```
16
Properties=species:S:1:pos:R:3:forces:R:3:nbo_charge:R:1
C 1.3486 -0.5893 0.9987 -0.091 -0.105 0.106 -0.637
C 1.2076 0.3754 -0.1420 -0.793 -0.814 -0.609 -0.089
C -0.2840 -0.4136 -1.1139 1.177 1.804 0.874 -0.161
C -1.5513 -1.0268 -0.5936 0.700 -0.209 -0.156 -0.691
C 0.4073 1.5279 -0.1292 -0.451 -0.265 -0.186 -0.393
C -0.6181 1.7052 0.8261 -0.889 0.135 0.851 0.253
N -1.4739 1.8242 1.6034 0.689 -0.130 -0.651 -0.355
H 0.4154 -0.6441 1.5625 0.125 -0.082 0.040 0.224
H 1.5721 -1.5656 0.5636 -0.017 0.022 0.243 0.226
H 2.1595 -0.3202 1.6839 -0.114 0.140 -0.135 0.224
H 2.1434 0.5054 -0.7076 -0.776 -0.467 -0.316 0.232
H -0.5534 0.1424 -2.0195 0.567 0.115 0.123 0.174
H -2.5202 -0.4777 -0.6566 0.802 -0.318 -0.474 0.231
H -1.3026 -1.7695 -1.4211 -1.392 0.113 0.274 0.283
H -1.6057 -1.6559 0.3029 0.684 0.407 0.010 0.228
H 0.6553 2.3824 -0.7576 -0.220 -0.347 0.004 0.252
```
Forces are in eV/Å.

Calculated values
E_tot	-7853.35792	eV
strongest force on any atom	0.0452	hartree/bohr
E_HOMO (spin up / spin down)	-8.18 / -8.18	eV
net charge	0
spin multiplicity	1
molar mass	95.145	g/mol